Entry from OMol25: a cluster of 9 separate species, C21H47N5O18 in total at a distorted geometry (ωB97M-V/def2-TZVPD).

net charge: -1
HOMO level (spin up / spin down): -0.574 / -4.092 eV
multiplicity: 2
gap between HOMO and LUMO (spin up / spin down): 0.0879 / 0.2171 Ha
strongest force on any atom: 0.0965 hartree/bohr
calculated total energy: -66830.0151 eV

```
91
Properties=species:S:1:pos:R:3:forces:R:3:lowdin_spin:R:1
C -2.4200 -1.0963 1.9547 -0.55 0.18 0.78 0.0004
N -2.4195 -0.0156 2.9839 -0.33 0.91 1.06 0.0002
O -2.9101 1.0590 2.6547 0.31 -0.47 -0.33 0.0002
O -2.0168 -0.2159 4.1123 0.21 -0.52 -0.30 0.0002
H -2.0926 -2.0443 2.3816 0.57 0.43 -0.14 0.0001
H -1.8613 -0.6593 1.1271 -0.21 -0.69 -0.10 0.0002
H -3.4934 -1.1977 1.7946 0.15 0.02 -0.76 0.0002
C -0.1752 4.2274 1.8568 -0.11 0.06 0.16 0.0000
N -1.1557 4.7595 0.8469 3.04 2.45 0.88 0.0000
O -2.1267 4.1838 0.6057 -3.73 -3.24 -0.48 0.0000
O -0.9054 5.8341 0.3298 1.01 0.83 -0.10 0.0000
H 0.6492 4.9348 1.9468 -0.08 -0.23 -0.36 0.0000
H 0.1093 3.2263 1.5326 -0.03 0.23 -0.09 0.0000
H -0.6750 4.1776 2.8241 -0.27 -0.10 -0.20 0.0000
C -1.7682 5.0997 -2.8370 0.01 1.36 0.74 0.0000
N -3.1046 4.4940 -3.1829 1.82 1.00 -1.20 0.0000
O -3.0343 3.4497 -3.8078 -0.97 0.06 0.75 0.0002
O -4.0431 5.2638 -3.0873 -0.35 -1.13 0.18 0.0000
H -1.9635 6.0241 -2.2936 -0.21 -0.20 0.06 0.0000
H -1.3474 5.4136 -3.7923 0.11 -0.49 0.01 0.0000
H -1.0768 4.5334 -2.2131 -0.43 -0.63 -0.46 0.0000
C 2.6006 -2.6171 4.5609 0.53 -0.21 -0.59 0.0001
N 1.8349 -2.0598 3.4080 -0.88 -0.65 1.31 0.0002
O 2.3294 -2.0405 2.3186 0.84 0.30 -0.96 0.0005
O 0.6924 -1.7647 3.6590 -0.68 0.58 -0.02 0.0002
H 2.7430 -1.8393 5.3111 0.03 -0.03 -0.25 0.0000
H 3.5163 -2.9733 4.0888 0.13 0.04 0.54 0.0000
H 2.0051 -3.4396 4.9569 0.06 0.16 -0.04 0.0000
C -3.3688 -2.7927 -2.5365 1.98 -1.42 -0.41 0.0206
N -2.2568 -3.8209 -2.5629 -2.61 2.18 1.58 0.4231
O -1.6689 -4.0602 -1.4683 1.05 -0.25 1.86 0.2467
O -1.9751 -4.3514 -3.6466 0.51 -1.00 -2.69 0.2587
H -4.1700 -3.2453 -3.1207 -0.37 0.35 0.16 0.0111
H -2.9294 -1.9433 -3.0596 -0.34 0.50 -0.24 0.0137
H -3.5912 -2.5248 -1.5036 -0.19 -0.23 -0.16 0.0017
O 0.3738 1.7447 -0.2144 -0.51 -2.01 -0.87 0.0003
C 0.2448 0.5790 -0.6198 -1.06 0.79 -0.27 0.0005
O -0.8648 0.0806 -1.2363 1.68 0.00 1.00 0.0023
C -1.9508 0.9086 -1.6695 0.53 -0.18 -0.10 0.0026
C -3.0457 1.0065 -0.6480 -0.17 -0.33 -0.38 0.0004
C 1.3321 -0.4728 -0.5577 -0.05 0.82 -0.29 0.0019
H -2.3200 0.3524 -2.5312 0.02 0.24 -0.10 0.0025
H -1.5065 1.8534 -1.9824 -0.38 0.19 0.02 0.0001
H -3.9112 1.3289 -1.2269 -0.20 0.68 0.42 0.0001
H -2.7832 1.6002 0.2276 -0.31 0.16 -0.24 0.0000
H -3.3372 0.0045 -0.3330 0.21 -0.05 0.03 0.0001
H 2.1851 0.0835 -0.1690 0.16 -0.59 0.26 0.0001
H 1.5594 -0.8153 -1.5672 -0.09 0.19 -0.16 0.0011
H 1.0715 -1.3901 -0.0298 -0.13 0.36 0.37 0.0014
O 3.2964 0.9370 4.3094 1.17 0.56 -1.50 0.0000
C 3.3693 1.3512 3.1510 -0.37 -1.61 2.07 0.0000
O 4.4886 1.2434 2.3666 -1.73 0.78 -0.50 0.0000
C 5.7448 0.7960 2.8615 0.06 -0.92 1.60 0.0000
C 6.0110 -0.6775 2.5308 0.02 0.48 -2.16 0.0000
C 2.0569 1.8322 2.5516 0.95 0.55 -0.28 0.0000
H 5.7159 0.8316 3.9505 0.00 0.45 0.11 0.0000
H 6.4945 1.4966 2.4939 -0.05 -0.20 -0.12 0.0000
H 6.9309 -1.1119 2.9221 -0.46 0.05 0.99 0.0000
H 6.2468 -0.7851 1.4721 -0.08 0.38 -0.48 0.0000
H 5.0903 -1.2601 2.5644 0.21 -0.24 0.95 0.0000
H 1.2988 1.0968 2.8211 0.17 -0.42 -0.71 0.0000
H 2.1487 2.1225 1.5049 -0.38 -0.44 0.03 0.0000
H 1.6672 2.6846 3.1080 0.62 0.28 0.17 0.0000
O -7.8404 0.8134 -3.5483 -0.07 -0.63 -0.73 0.0002
C -6.8444 1.4468 -3.3393 -0.43 0.05 0.70 0.0000
O -5.6422 1.2989 -3.9296 0.83 -0.09 -0.25 0.0002
C -5.2580 0.2629 -4.9152 -1.42 -0.20 -0.05 0.0004
C -3.8609 0.4772 -5.4479 -0.42 1.40 0.03 0.0027
C -6.7956 2.5284 -2.2492 0.57 -0.42 -0.99 0.0000
H -5.9984 0.2562 -5.7151 -0.09 0.25 -0.04 0.0000
H -5.3370 -0.7297 -4.4718 0.04 0.14 0.45 0.0006
H -3.7692 1.3725 -6.0629 -0.41 0.43 0.17 0.0002
H -3.5935 -0.2821 -6.1828 0.25 -0.59 0.81 0.0006
H -3.2213 0.6777 -4.5883 0.52 -0.71 -0.31 0.0012
H -7.7289 3.0546 -2.0490 -0.08 -0.18 -0.66 0.0000
H -6.0177 3.1846 -2.6397 0.10 0.39 0.94 0.0000
H -6.5797 2.0212 -1.3089 0.62 0.13 -0.05 0.0000
O 5.8194 -3.7206 -0.9709 -1.24 0.87 2.23 0.0002
C 5.0956 -3.2635 -0.0883 -0.37 -1.01 -0.77 0.0002
O 4.8951 -3.8097 1.1669 0.14 -0.29 -0.53 0.0001
C 5.3835 -5.1291 1.4190 2.39 -0.50 0.33 0.0000
C 6.2216 -5.2212 2.7746 -1.87 0.87 -1.42 0.0000
C 4.1206 -2.1024 -0.2705 0.98 -0.43 -0.29 0.0005
H 6.0445 -5.4200 0.6025 0.13 0.27 -0.09 0.0000
H 4.6264 -5.9128 1.3928 -0.62 0.54 0.28 0.0000
H 6.7789 -6.1579 2.7661 -0.12 0.13 0.32 0.0000
H 5.4664 -5.1336 3.5557 0.27 -0.52 0.41 0.0000
H 6.8575 -4.3468 2.9131 0.27 -0.18 -0.36 0.0000
H 4.5050 -1.6091 -1.1633 -0.38 0.46 0.18 0.0001
H 4.0184 -1.4723 0.6130 0.33 0.00 -0.22 0.0000
H 3.1163 -2.4835 -0.4551 0.17 -0.31 -0.13 0.0007
```
Forces are in eV/Å.


Entry from OMol25: a structure of composition C21H47NNiO2SSi2 at a distorted geometry (ωB97M-V/def2-TZVPD).

net charge: 0
HOMO level (spin up / spin down): -4.433 / -6.009 eV
multiplicity: 3
gap between HOMO and LUMO (spin up / spin down): 0.1584 / 0.2163 Ha
energy relative to the best compared isomer or geometry (same formula, charge and spin): 1.7 kcal/mol
strongest force on any atom: 0.1136 hartree/bohr
calculated total energy: -95753.5283 eV

```
75
Properties=species:S:1:pos:R:3:forces:R:3:lowdin_spin:R:1
O -1.4507 -2.4115 -3.2949 0.28 -1.50 0.73 0.0006
O -2.5038 -0.9941 -4.7749 -0.49 0.45 -1.40 0.0014
C -0.0703 -2.7397 -3.5351 0.63 0.34 -0.11 0.0004
C 0.2636 -4.1762 -3.2012 -0.05 -0.53 0.35 0.0001
H 0.5396 -2.0428 -2.9454 -0.03 -0.04 -0.24 0.0001
H 0.1242 -2.5569 -4.6026 -0.21 0.12 0.38 0.0000
H 0.3530 -4.3382 -2.1208 -0.10 0.04 -0.19 0.0000
H 1.2266 -4.4990 -3.6144 -0.21 0.33 -0.11 0.0000
H -0.5115 -4.8490 -3.5857 0.13 0.04 0.01 0.0000
C -1.9566 -2.6482 -1.9503 0.31 0.35 -0.39 0.0002
C -3.4038 -2.9365 -2.2004 -0.62 -0.17 0.25 0.0000
H -1.7456 -1.7176 -1.4013 -0.24 -0.38 0.16 0.0001
H -1.4728 -3.4989 -1.4523 0.08 0.32 -0.36 0.0000
H -3.8852 -2.0635 -2.6263 -0.11 -0.12 -0.06 0.0000
H -3.9440 -3.1775 -1.2954 -0.08 -0.01 0.35 0.0000
H -3.5357 -3.7825 -2.8845 0.19 0.11 0.10 0.0000
C -3.5080 0.0722 -4.6946 -0.01 0.30 0.13 0.0005
C -2.2325 -1.4318 -6.1375 0.28 -0.07 -0.75 0.0002
C -3.9067 0.3620 -3.2783 -0.35 0.33 0.51 0.0016
H -4.3534 -0.2106 -5.3192 -0.10 -0.20 0.04 0.0000
H -3.0226 0.9409 -5.1539 -0.01 -0.29 0.20 0.0001
H -4.5639 -0.3852 -2.8191 0.26 0.10 -0.26 0.0001
H -4.5178 1.2681 -3.3140 0.14 0.07 0.00 0.0000
H -3.0563 0.5726 -2.6146 -0.08 -0.10 -0.31 0.0013
C -3.0209 -2.6938 -6.4082 -0.49 0.04 -0.09 0.0000
H -1.1505 -1.5725 -6.2295 -0.20 0.05 0.20 0.0000
H -2.5185 -0.6122 -6.8097 0.12 -0.18 0.30 0.0001
H -2.8720 -3.3941 -5.5853 -0.05 -0.12 -0.08 0.0000
H -2.7755 -3.2046 -7.3427 0.32 0.26 0.11 0.0000
H -4.0832 -2.4415 -6.4891 0.05 -0.16 0.21 0.0000
H -2.3812 -1.8290 -4.1280 0.86 0.83 0.50 0.0000
Ni 1.1355 1.2723 -1.0294 3.21 1.90 -0.30 1.3902
C 0.1438 1.2359 -2.5057 -3.05 -2.47 -4.33 0.1218
Si 0.7967 1.7355 -4.2035 -1.00 -0.43 2.12 0.0294
H -0.9042 1.5640 -2.4214 0.00 0.28 0.01 0.0100
H 0.0312 0.1043 -2.5508 -0.07 0.50 -0.32 0.0085
C 1.7074 0.3194 -5.0287 0.40 0.02 -0.38 0.0028
C 1.6996 3.3128 -3.7292 0.36 0.08 -0.55 0.0077
C -0.6377 2.0855 -5.3967 -0.01 0.34 -0.61 0.0107
C 2.8371 0.5783 -1.5972 1.13 -0.31 -0.20 0.0804
Si 3.9107 1.3719 -0.2513 -0.43 -0.82 -1.28 0.0356
H 3.0940 0.9018 -2.6295 0.05 -0.11 0.68 0.0106
H 2.7617 -0.5348 -1.5874 0.35 0.56 0.11 0.0018
C 5.0658 2.6279 -1.0720 0.15 0.14 0.09 0.0038
C 4.8976 -0.0895 0.4117 0.37 0.02 0.38 0.0069
C 2.9962 2.2448 1.1670 0.27 0.03 0.06 0.0184
H -0.2921 2.8524 -6.1186 -0.38 -0.29 0.13 0.0020
H -1.5434 2.4651 -4.8932 0.43 0.01 -0.10 0.0008
H -0.9144 1.1832 -5.9785 0.18 0.36 0.23 0.0001
H 2.4301 -0.1712 -4.3689 -0.09 0.14 -0.11 0.0002
H 2.2370 0.7131 -5.9083 0.02 -0.29 0.04 0.0007
H 0.9890 -0.4448 -5.3771 0.16 0.34 0.11 0.0002
H 1.9385 3.2333 -2.6588 0.04 0.03 -0.41 0.0053
H 1.0191 4.1644 -3.8580 0.19 -0.05 -0.03 0.0002
H 2.6184 3.4806 -4.3001 -0.05 0.27 0.09 0.0002
H 5.0053 -0.8327 -0.3944 0.03 0.29 0.30 0.0005
H 4.3736 -0.5634 1.2558 0.21 0.05 -0.15 0.0006
H 5.8980 0.2314 0.7412 -0.19 -0.26 0.09 0.0009
H 2.3627 1.5455 1.7312 0.17 0.19 -0.10 0.0005
H 2.3599 3.0791 0.8239 0.30 -0.35 0.12 0.0020
H 3.7512 2.6474 1.8594 -0.14 -0.03 -0.05 0.0028
H 6.0411 2.6221 -0.5601 -0.20 0.11 -0.14 0.0001
H 4.6651 3.6523 -1.0272 0.11 -0.26 -0.04 0.0005
H 5.2341 2.3671 -2.1279 -0.05 0.06 0.32 0.0003
S -0.2294 2.8475 -0.1474 -0.85 1.60 0.94 0.0644
C -0.3780 1.4831 0.8409 0.31 -1.18 0.34 0.0359
C -1.1788 1.2972 1.9724 0.16 -0.62 0.31 -0.0010
C -1.0107 0.1131 2.6932 -0.35 0.56 -0.25 0.0254
C -0.1904 -0.9189 2.2111 0.36 -0.67 -0.17 0.0030
C 0.5024 -0.7567 1.0156 -0.67 1.69 0.28 0.0307
N 0.4415 0.4557 0.4125 -1.69 -1.76 2.15 0.0733
H -1.8764 2.0935 2.2293 0.24 -0.29 0.25 0.0008
H -1.5457 -0.0070 3.6358 0.10 -0.11 -0.25 0.0017
H -0.0843 -1.8594 2.7477 -0.14 0.22 0.02 0.0002
H 1.1146 -1.5134 0.5089 -0.18 0.30 0.42 0.0020
```
Forces are in eV/Å.